[1]
Molecular formula: C4H5NO
Method: DFT, ωB97M-V with the def2-TZVPD basis set

```
11
Properties=species:S:1:pos:R:3
O -0.887 -1.869 -0.744
C -0.063 -0.812 -0.371
C -0.512 0.552 -0.755
N 0.001 1.337 0.145
C 0.647 0.589 1.193
C 0.555 -0.753 0.997
H -0.662 -2.574 -0.120
H -1.020 0.912 -1.641
H -0.015 2.349 0.076
H 1.074 1.179 1.996
H 0.890 -0.803 -0.968
```

Values from the calculation:
energy above the lowest of the compared OMol25 structures with the same formula, charge and spin	87.2	kcal per mole
gap between HOMO and LUMO	0.29909	Eh
LUMO level	0.2	eV

[2]
Molecular formula: C4H5NO
Method: DFT, ωB97M-V with the def2-TZVPD basis set

```
11
Properties=species:S:1:pos:R:3
C -1.310 -0.763 0.850
C -0.219 0.266 0.898
C 0.116 0.984 -0.136
N 0.596 1.469 -1.167
C 1.532 0.420 -1.512
O 1.277 -0.563 -2.153
H -2.238 -0.349 1.253
H -1.498 -1.098 -0.175
H -1.035 -1.634 1.451
H 0.272 0.533 1.823
H 2.508 0.735 -1.133
```

Values from the calculation:
energy above the lowest of the compared OMol25 structures with the same formula, charge and spin	46.6	kcal per mole
gap between HOMO and LUMO	0.37713	Eh
structure (SMILES)	CC=C=NC=O
LUMO level	0.9	eV

[3]
Molecular formula: C4H5NO
Method: DFT, ωB97M-V with the def2-TZVPD basis set

```
11
Properties=species:S:1:pos:R:3
N -1.581 1.015 1.673
C -0.678 0.850 0.955
C 0.140 1.243 -0.320
C 0.442 -0.085 0.188
C 0.015 -1.402 -0.395
O 1.228 -1.606 -0.925
H 0.897 2.021 -0.288
H -0.632 1.445 -1.067
H 1.286 -0.155 0.848
H -0.284 -2.074 0.419
H -0.832 -1.251 -1.089
```

Values from the calculation:
energy above the lowest of the compared OMol25 structures with the same formula, charge and spin	123.5	kcal per mole
gap between HOMO and LUMO (spin up / spin down)	0.26919 / 0.26924	Eh
LUMO level (spin up / spin down)	-1.7 / -1.7	eV